Entry 1:
Computed, not measured: 12 unconnected molecules or ions with the total composition C60H54N12O18 in a non-equilibrium geometry, with wB97M-V/def2-TZVPD.

Atoms and positions in Å:
C 2.03201 -2.81911 5.53021
C 1.69705 -4.23849 5.59744
N 1.46685 -5.36117 5.62718
H 1.39516 -2.29412 4.81987
H 3.06714 -2.72857 5.20666
H 1.85584 -2.43860 6.53570
C 5.31795 3.56957 2.01372
C 5.27166 4.07655 0.64163
N 5.25779 4.50528 -0.42194
H 5.95578 2.68724 2.03283
H 4.30469 3.38568 2.35794
H 5.78420 4.27120 2.70530
C -1.12693 -5.40975 -3.39280
C -0.60677 -6.67762 -2.86293
N -0.15700 -7.65956 -2.47403
H -2.03267 -5.14788 -2.85121
H -1.32135 -5.54927 -4.45241
H -0.39184 -4.62215 -3.25416
C 5.95353 0.27628 8.28630
C 4.66205 -0.22472 8.21891
C 3.92387 -0.01282 7.08416
C 4.47170 0.70744 6.03767
C 5.76987 1.21098 6.08759
C 6.55640 0.91788 7.21360
N 3.64184 0.95867 4.85880
O 4.16978 1.49353 3.90231
O 2.48005 0.62553 4.88368
H 6.49964 0.17181 9.21677
H 4.19950 -0.68125 9.08283
H 2.84756 -0.13661 7.05379
H 6.23014 1.72890 5.25989
H 7.58132 1.25479 7.19219
C -1.80024 2.74553 2.32334
C -2.92451 3.52260 2.62852
C -2.84130 4.88521 2.70364
C -1.60497 5.48882 2.46511
C -0.46125 4.75181 2.27204
C -0.56383 3.35287 2.14019
N -1.50515 6.94452 2.40246
O -0.41400 7.46994 2.38086
O -2.55106 7.57549 2.37908
H -1.94483 1.67624 2.23447
H -3.91408 3.08856 2.70274
H -3.68333 5.52341 2.93001
H 0.50205 5.21952 2.13346
H 0.30635 2.81609 1.79205
C -1.40157 -3.63347 -6.62500
C -2.45067 -3.64401 -7.54303
C -3.60372 -2.88855 -7.28430
C -3.68726 -2.24062 -6.04372
C -2.70542 -2.34326 -5.07906
C -1.56355 -3.05312 -5.40230
N -4.91521 -1.47261 -5.78656
O -4.98741 -0.79576 -4.78402
O -5.73517 -1.44327 -6.67488
H -0.50741 -4.18431 -6.89361
H -2.29703 -4.02260 -8.54389
H -4.31403 -2.72545 -8.07666
H -2.71618 -1.94920 -4.07106
H -0.73280 -3.02708 -4.71004
C 2.07800 0.64621 0.97308
C 1.80144 0.80391 -0.38736
C 1.14953 -0.18993 -1.08330
C 0.76459 -1.34334 -0.42374
C 0.88450 -1.44418 0.95193
C 1.52038 -0.44183 1.66970
N 0.09797 -2.41311 -1.17403
O 0.03580 -3.53156 -0.72426
O -0.43964 -2.06507 -2.21056
H 2.69784 1.36396 1.49199
H 2.28610 1.64889 -0.86241
H 0.92724 -0.05526 -2.13442
H 0.42623 -2.28186 1.46205
H 1.74383 -0.55308 2.72082
C -4.51527 2.80247 -1.71984
C -4.70907 2.96421 -3.08200
C -3.80134 2.40376 -3.98344
C -2.62941 1.82743 -3.51118
C -2.46242 1.65121 -2.14418
C -3.39464 2.13421 -1.24475
N -1.56279 1.40884 -4.40554
O -0.48099 1.18430 -3.92322
O -1.80283 1.39734 -5.58904
H -5.17085 3.22455 -0.96825
H -5.50838 3.54734 -3.51515
H -3.90315 2.58305 -5.04501
H -1.47659 1.34666 -1.80945
H -3.13315 2.13523 -0.19533
C -4.52609 -4.04037 -1.45040
C -3.43502 -4.12203 -0.60439
C -3.08102 -3.06949 0.22607
C -3.81184 -1.88260 0.11057
C -4.89818 -1.78810 -0.72303
C -5.21080 -2.85914 -1.56644
N -3.37221 -0.71385 0.86318
O -4.20849 0.05527 1.30062
O -2.19263 -0.62554 1.15105
H -4.66396 -4.83306 -2.17787
H -2.77502 -4.97980 -0.55700
H -2.20550 -3.13934 0.85452
H -5.46047 -0.86932 -0.82114
H -6.00508 -2.66098 -2.27369
C 3.87975 -4.03622 -1.82102
C 3.12389 -3.34336 -2.75936
C 3.34724 -1.99832 -3.00625
C 4.32257 -1.37628 -2.25910
C 4.98723 -2.00168 -1.23092
C 4.70930 -3.34120 -0.94602
N 4.66736 0.02082 -2.55968
O 5.05450 0.74173 -1.65863
O 4.48677 0.41379 -3.69495
H 3.70742 -5.09708 -1.69674
H 2.36831 -3.84240 -3.35325
H 2.89292 -1.44343 -3.81609
H 5.67679 -1.40111 -0.65166
H 5.23545 -3.90009 -0.18591
C -4.94996 -2.37515 4.18332
C -3.73571 -2.94148 3.79464
C -2.56941 -2.29135 4.18953
C -2.61202 -1.10162 4.87433
C -3.80288 -0.65863 5.41591
C -4.99797 -1.23730 4.98803
N -1.41194 -0.23646 5.01838
O -1.59356 0.85603 5.54040
O -0.37198 -0.56414 4.46839
H -5.88038 -2.87124 3.93467
H -3.72218 -3.80696 3.15041
H -1.65735 -2.78323 3.86961
H -3.86959 0.23738 6.01659
H -5.89941 -0.77124 5.35674
C 3.03907 4.80408 -5.39446
C 3.80954 4.95723 -4.25490
C 3.21468 4.63108 -3.03322
C 1.88240 4.28499 -2.97740
C 1.12112 4.07632 -4.11891
C 1.72170 4.34571 -5.34487
N 1.22515 4.12232 -1.68170
O 1.89508 3.64324 -0.77834
O 0.05129 4.42265 -1.57593
H 3.47204 5.09943 -6.34277
H 4.81578 5.33363 -4.35684
H 3.70062 4.87242 -2.09525
H 0.10212 3.72486 -4.08673
H 1.24840 4.12928 -6.29247

Computed properties:
**SMILES**: O=[N+]([O-])c1ccccc1.O=[N+]([O-])c1ccccc1.O=[N+]([O-])c1ccccc1.O=[N+]([O-])c1ccccc1.O=[N+]([O-])c1ccccc1.O=[N+]([O-])c1ccccc1.O=[N+]([O-])c1ccccc1.O=[N+]([O-])c1ccccc1.O=[N+]([O-])c1ccccc1.CC#N.CC#N.CC#N
**Highest occupied orbital energy**: -9.58 eV
**Energy above the lowest of the compared OMol25 structures with the same formula, charge and spin**: 29.9 kcal/mol
**Frontier orbital gap**: 8.521 eV
**Strongest force on any atom**: 1.8 eV/A
**Calculated total energy**: -117806.257 eV

Results of the Löwdin charge analysis, in e, for atoms 1 through 4: atom 1 (C): -0.070, atom 2 (C): -0.288, atom 3 (N): 0.124, atom 4 (H): 0.053

Entry 2:
Computed, not measured: 2 unconnected molecules or ions with the total composition C2H6BrNS in a non-equilibrium geometry, with wB97M-V/def2-TZVPD.

Atoms and positions in Å:
C 0.17455 -0.12154 1.21848
C 0.11200 -0.12160 -1.20554
N 0.82198 0.20966 -0.07089
S 2.30829 0.79982 -0.04556
Br -3.01514 -0.19054 -0.04953
H -0.33433 0.84754 1.41989
H -0.56896 -0.85497 1.35214
H 0.93632 -0.19057 2.03763
H -0.69113 0.65774 -1.45588
H 0.62967 0.13635 -2.14907
H -0.37324 -1.17188 -1.05168

Computed properties:
**Highest occupied orbital energy (alpha / beta)**: -7.75 / -7.75 eV
**Energy above the lowest of the compared OMol25 structures with the same formula, charge and spin**: 59.2 kcal/mol
**Frontier orbital gap (alpha / beta)**: 3.920 / 3.921 eV
**Strongest force on any atom**: 3.7 eV/A
**Calculated total energy**: -84535.540 eV

Results of the Löwdin charge analysis, in e, for atoms 1 through 4: atom 1 (C): -0.140, atom 2 (C): -0.213, atom 3 (N): -0.667, atom 4 (S): 0.895

Entry 3:
Computed, not measured: a single C22H28N2O6S2 molecule, with wB97M-V/def2-TZVPD.

Atoms and positions in Å:
O -5.27524 -2.98635 0.00926
S -5.13009 -1.72218 0.66525
O -5.71691 -1.53832 1.96168
N -5.66660 -0.56470 -0.42198
H -6.43689 -0.89907 -0.97944
C -5.83900 0.76290 0.11977
H -6.84341 0.92589 0.52668
C -5.54053 1.84338 -0.93962
C -4.10809 1.73951 -1.47143
H -4.04941 2.20790 -2.45370
C -3.31486 2.54865 -0.44160
H -2.89403 1.89513 0.32200
C -4.37190 3.48992 0.16711
H -4.19822 4.53787 -0.09140
O -5.63244 3.13361 -0.37984
H -4.40175 3.40373 1.26004
H -2.50018 3.10557 -0.89930
H -3.78344 0.70488 -1.54329
H -6.29126 1.78299 -1.73352
H -5.12733 0.85812 0.94119
C -3.40885 -1.25486 0.73435
C -2.90348 -0.62645 1.85516
C -1.58797 -0.19657 1.85723
C -0.78140 -0.38828 0.73567
C -1.31086 -1.03866 -0.38032
C -2.62330 -1.47277 -0.38071
H -3.05404 -1.98611 -1.22550
H -0.68423 -1.21537 -1.24162
C 0.60921 0.09211 0.72666
C 1.12563 0.72200 -0.40628
C 2.43389 1.17013 -0.41902
C 3.22544 0.98257 0.69643
C 2.73341 0.37167 1.83125
C 1.42439 -0.07250 1.84667
H 1.03436 -0.57151 2.72057
H 3.38345 0.25663 2.68278
S 4.91338 1.58226 0.66220
O 5.42723 1.60510 1.99729
O 4.92127 2.78048 -0.12556
N 5.82763 0.49364 -0.19394
H 5.60122 0.46296 -1.17326
C 6.25690 -0.73616 0.41127
H 7.30493 -0.92326 0.15010
C 5.42912 -1.96981 0.02288
C 5.40228 -2.24928 -1.49861
H 5.70660 -3.27694 -1.69512
C 3.93406 -2.04442 -1.88025
H 3.74595 -1.01035 -2.17243
C 3.23694 -2.33698 -0.55306
H 3.14180 -3.42236 -0.40096
O 4.08147 -1.78113 0.43124
H 2.25678 -1.87206 -0.44991
H 3.60647 -2.70509 -2.67917
H 6.07400 -1.58665 -2.04096
H 5.84954 -2.83411 0.56001
H 6.18863 -0.56849 1.48720
H 2.84575 1.68540 -1.27302
H 0.49083 0.87885 -1.26580
H -1.18824 0.31458 2.71987
H -3.54864 -0.48762 2.70881

Computed properties:
**SMILES**: O=S(=O)(NC[C@@H]1CCCO1)c1ccc(-c2ccc(S(=O)(=O)NC[C@@H]3CCCO3)cc2)cc1
**Highest occupied orbital energy**: -9.24 eV
**Energy above the lowest of the compared OMol25 structures with the same formula, charge and spin**: 0.2 kcal/mol
**Frontier orbital gap**: 9.032 eV
**Strongest force on any atom**: 0.9 eV/A
**Calculated total energy**: -60203.253 eV

Results of the Löwdin charge analysis, in e, for atoms 1 through 4: atom 1 (O): -0.287, atom 2 (S): 0.653, atom 3 (O): -0.284, atom 4 (N): -0.126

Entry 4:
Computed, not measured: 10 unconnected molecules or ions with the total composition H20O10, with wB97M-V/def2-TZVPD.

Atoms and positions in Å:
O -8.67494 1.34926 -26.28871
H -8.19635 2.16539 -26.43398
H -8.24378 0.94938 -25.53345
O -3.90413 -4.67765 -27.89751
H -3.01543 -5.01208 -27.77672
H -3.95549 -3.91781 -27.31764
O -7.24090 -4.02426 -21.82791
H -7.51051 -4.90648 -22.08330
H -6.82767 -3.66312 -22.61216
O -12.12327 -6.46387 -19.29348
H -12.95580 -6.93571 -19.27103
H -12.21759 -5.77908 -18.63137
O -8.54378 -8.39857 -17.25626
H -9.10842 -7.80957 -17.75676
H -7.83775 -7.83815 -16.93427
O -4.38908 -0.65761 -25.28766
H -3.77031 -0.32150 -24.63929
H -4.28003 -0.08183 -26.04450
O -12.73519 -8.28272 -24.04069
H -12.75639 -7.47315 -24.55097
H -12.13503 -8.09576 -23.31883
O -7.15534 -7.49459 -25.13024
H -7.58670 -8.18519 -25.63346
H -6.69882 -6.96863 -25.78688
O -3.00650 -7.17679 -22.54448
H -3.46977 -6.91653 -23.34063
H -2.97143 -8.13232 -22.58870
O -5.80804 -2.18892 -17.70164
H -5.57916 -1.30658 -17.99373
H -6.22057 -2.59468 -18.46415

Computed properties:
**SMILES**: O.O.O.O.O.O.O.O.O.O
**Highest occupied orbital energy**: -11.33 eV
**Energy above the lowest of the compared OMol25 structures with the same formula, charge and spin**: 85.5 kcal/mol
**Frontier orbital gap**: 11.390 eV
**Strongest force on any atom**: 0.3 eV/A
**Calculated total energy**: -20798.906 eV

Results of the Löwdin charge analysis, in e, for atoms 1 through 4: atom 1 (O): -0.053, atom 2 (H): 0.026, atom 3 (H): 0.027, atom 4 (O): -0.054

Entry 5:
Computed, not measured: a single C4H3ClF2 molecule in a non-equilibrium geometry, with wB97M-V/def2-TZVPD.

Atoms and positions in Å:
C 1.75917 -0.57132 -0.29246
C 0.56824 -0.00409 -0.44632
C -0.54365 -0.03708 0.45852
C -1.74053 0.56472 0.39253
H 2.05731 -1.06253 0.61468
H 0.35042 0.53822 -1.32359
H -2.41805 0.53289 1.25385
F 2.67183 -0.59468 -1.28604
F -0.39504 -0.82823 1.61612
Cl -2.30971 1.46210 -0.98730

Computed properties:
**SMILES**: F/C=C/C(F)=C\Cl
**Highest occupied orbital energy**: -9.11 eV
**Energy above the lowest of the compared OMol25 structures with the same formula, charge and spin**: 1.4 kcal/mol
**Frontier orbital gap**: 9.450 eV
**Strongest force on any atom**: 2.2 eV/A
**Calculated total energy**: -22152.480 eV

Results of the Löwdin charge analysis, in e, for atoms 1 through 4: atom 1 (C): -0.098, atom 2 (C): -0.034, atom 3 (C): -0.333, atom 4 (C): -0.480

Entry 6:
Computed, not measured: 2 unconnected molecules or ions with the total composition C4H4O3 in a non-equilibrium geometry, with wB97M-V/def2-TZVPD.

Atoms and positions in Å:
C 0.70210 -1.47732 -0.19223
C 1.02367 -0.76665 0.87626
O 1.35204 -0.14587 1.79973
C -0.63295 1.65277 0.59610
O -0.23539 2.16781 1.56854
C -1.11819 1.05145 -0.48008
O -0.34021 0.74854 -1.57269
H -0.28654 -1.91617 -0.24299
H 1.51025 -1.84075 -0.81208
H 0.12575 -0.08867 -1.33710
H -2.17077 0.78352 -0.46973

Computed properties:
**SMILES**: O=C=CO.C=C=O
**Highest occupied orbital energy**: -8.86 eV
**Energy above the lowest of the compared OMol25 structures with the same formula, charge and spin**: 67.3 kcal/mol
**Frontier orbital gap**: 9.382 eV
**Strongest force on any atom**: 1.1 eV/A
**Calculated total energy**: -10352.293 eV

Results of the Löwdin charge analysis, in e, for atoms 1 through 4: atom 1 (C): -0.020, atom 2 (C): -0.237, atom 3 (O): 0.200, atom 4 (C): -0.160